{"formula": "C11H9AuBrFN3O4", "method": "ωB97M-V/def2-TZVPD", "symbols": ["Au", "O", "C", "O", "C", "C", "N", "N", "C", "C", "O", "O", "H", "H", "H", "C", "C", "C", "C", "C", "Br", "N", "C", "H", "H", "H", "H", "H", "H", "F"], "xyz": [[-0.35240, -0.17960, 0.00000], [-1.69660, 5.77000, 0.00000], [-0.41150, 5.63240, 0.00000], [0.36770, 6.55650, 0.00000], [0.18830, 4.25610, 0.00000], [1.56280, 4.03420, 0.00000], [1.75650, 2.71590, 0.00000], [0.60610, 2.05230, 0.00000], [-0.36320, 2.95490, 0.00000], [-1.80570, 2.47820, 0.00000], [-2.67500, 3.33370, 0.00000], [-1.92370, 1.23800, 0.00000], [-2.24630, 4.93410, 0.00000], [2.36220, 4.74780, 0.00000], [2.64660, 2.22880, 0.00000], [0.14380, -5.64340, 0.00000], [0.90940, -4.37300, 0.00000], [2.30550, -4.34440, 0.00000], [2.95520, -3.12350, 0.00000], [2.19290, -1.96850, 0.00000], [3.07120, -0.31420, 0.00000], [0.85970, -1.96860, 0.00000], [0.24050, -3.14710, 0.00000], [0.81030, -6.50220, 0.00000], [-0.50410, -5.69260, -0.87510], [-0.50410, -5.69260, 0.87510], [2.87710, -5.26130, 0.00000], [4.03440, -3.05090, 0.00000], [-0.83940, -3.13050, 0.00000], [-1.98970, -1.53090, 0.00000]], "atomic_forces_ev_per_a": [[-3.082, 0.431, 0.000], [-1.427, 0.088, 0.000], [1.448, 0.153, 0.000], [-0.394, -0.212, 0.000], [0.041, -0.838, 0.000], [-0.928, 0.299, 0.000], [0.974, -0.387, 0.000], [-0.781, -2.164, 0.000], [-0.401, 0.725, 0.000], [2.353, 4.322, 0.000], [-0.422, -1.407, 0.000], [-0.194, -4.609, 0.000], [0.785, 0.284, 0.000], [0.202, 0.119, 0.000], [-0.421, 0.165, 0.000], [-0.385, -0.175, 0.000], [0.619, 0.606, 0.000], [-0.500, 0.222, 0.000], [-0.130, 0.295, 0.000], [0.647, 0.222, 0.000], [0.217, -0.106, 0.000], [-0.167, 1.111, 0.000], [-0.514, -0.951, 0.000], [-0.054, -0.020, 0.000], [0.019, -0.097, -0.039], [0.019, -0.097, 0.039], [0.011, -0.065, 0.000], [-0.074, 0.031, 0.000], [-0.037, 0.118, 0.000], [2.576, 1.938, 0.000]], "charge": 1, "relative_energy_kcal_mol": 24.1, "gap_ev": [4.944, 4.943], "homo_energy_ev": [-13.01, -13.01], "lumo_ev": [-8.07, -8.07], "molar_mass_g_mol": 543.08, "multiplicity": 1}

***

{"formula": "C11H9BrN2O2Pd", "method": "ωB97M-V/def2-TZVPD", "symbols": ["Pd", "N", "N", "C", "O", "O", "H", "H", "H", "Br", "C", "C", "C", "C", "C", "C", "C", "C", "C", "C", "H", "H", "H", "H", "H", "H"], "xyz": [[-1.81065, -0.41425, -0.30889], [-2.97811, 1.78800, 0.08604], [-4.33058, 1.40926, 0.07772], [-4.74841, 0.06514, 0.04499], [-5.94173, -0.14357, -0.03109], [-3.83103, -0.81542, 0.10345], [-2.70777, 2.22876, 0.97102], [-2.75508, 2.40445, -0.70122], [-5.04512, 2.12380, 0.12794], [-0.81061, -2.84629, -0.19950], [1.01164, -2.10123, -0.11053], [2.05643, -2.98107, -0.17626], [3.37348, -2.50098, -0.15136], [3.60531, -1.15802, -0.06475], [2.54053, -0.23880, 0.01020], [2.79044, 1.14645, 0.08200], [1.75606, 2.03626, 0.13535], [0.42896, 1.57616, 0.13176], [0.11757, 0.23393, 0.04022], [1.18921, -0.70223, -0.01026], [1.86839, -4.03912, -0.25754], [4.19258, -3.20193, -0.20764], [4.61436, -0.77332, -0.06023], [3.81596, 1.48494, 0.09589], [1.95500, 3.09767, 0.17587], [-0.35681, 2.32142, 0.19682]], "atomic_forces_ev_per_a": [[-0.920, 0.850, 0.148], [0.042, -0.178, -0.134], [0.201, 0.373, -0.016], [-0.706, 1.160, 0.017], [-0.157, -0.034, 0.040], [1.814, -1.020, -0.051], [-0.117, -0.215, -0.413], [-0.177, -0.220, 0.396], [0.152, -0.255, -0.039], [1.034, 0.223, 0.057], [-0.289, -0.447, -0.064], [-0.608, -0.023, 0.007], [0.155, 0.268, 0.027], [0.097, -0.258, -0.004], [-0.320, -0.197, -0.036], [-0.181, 0.172, 0.029], [0.255, -0.018, 0.014], [-0.285, -0.282, -0.039], [-0.220, 0.163, 0.041], [0.014, 0.053, 0.017], [-0.033, -0.129, 0.000], [0.053, -0.038, -0.009], [0.121, 0.015, 0.015], [0.098, 0.053, -0.017], [0.010, 0.070, 0.041], [-0.034, -0.084, -0.028]], "relative_energy_kcal_mol": 8.8, "s2": 2.01, "gap_ev": [8.141, 6.416], "homo_energy_ev": [-8.25, -8.73], "lumo_ev": [-0.11, -2.31], "molar_mass_g_mol": 387.53, "multiplicity": 3}

***

{"formula": "C11H9Cl3NO7RuS", "method": "ωB97M-V/def2-TZVPD", "symbols": ["Ru", "O", "C", "O", "C", "O", "C", "C", "O", "O", "H", "H", "H", "H", "H", "S", "C", "C", "C", "C", "C", "N", "H", "H", "H", "H", "Cl", "C", "Cl", "Cl", "C", "O", "O"], "xyz": [[-0.14504, -0.32639, -0.62464], [2.70398, 2.62613, -1.35654], [1.95247, 1.69361, -0.83599], [1.16100, 1.03372, -1.50168], [2.15354, 1.55884, 0.65707], [1.50614, 0.39134, 1.13863], [0.60048, 0.56450, 2.22594], [-0.74938, 0.69847, 1.56778], [-1.77515, 0.10419, 2.13820], [-0.83475, 1.28017, 0.46852], [2.52782, 2.71403, -2.30924], [1.76652, 2.47109, 1.11648], [3.22476, 1.49704, 0.85807], [0.83315, 1.44812, 2.82407], [0.64671, -0.31986, 2.85700], [-1.63130, -0.45154, -2.33967], [-3.10871, -1.36198, -1.75305], [-4.28266, -0.44822, -1.47717], [-4.62990, 0.18310, -0.35800], [-3.82833, 0.34592, 0.85440], [-2.69567, -0.24673, 1.16627], [-2.80179, -2.31397, -0.64723], [-4.94787, -0.34939, -2.32472], [-5.54893, 0.75110, -0.37470], [-4.13249, 1.14093, 1.53280], [0.27715, -1.60775, 0.45042], [-0.84812, -3.51002, 2.12687], [-0.50100, -2.46071, 0.85040], [-1.70091, -1.62240, 0.12325], [-3.62033, -2.39280, -3.12695], [0.29533, -2.74725, -2.27226], [-0.20426, -3.65122, -2.75610], [0.85817, -1.81797, -1.80411]], "atomic_forces_ev_per_a": [[-0.072, 2.900, -3.215], [0.043, 0.024, 0.001], [-0.306, -0.056, -0.102], [0.730, 0.189, 0.290], [0.046, -0.040, -0.147], [0.093, -0.077, 0.112], [0.070, 0.167, 0.112], [0.361, 0.326, -0.658], [-0.217, -0.053, 0.126], [-0.378, 0.763, 0.739], [-0.004, -0.009, 0.000], [-0.004, -0.013, 0.016], [-0.012, -0.012, 0.013], [0.027, -0.020, 0.010], [-0.023, -0.022, -0.019], [-0.116, 0.788, -0.889], [-0.457, -0.631, 0.166], [-0.240, -0.171, -0.129], [0.260, -0.068, 0.167], [0.069, -0.084, -0.102], [0.274, -0.734, -0.184], [-1.046, -0.126, -1.368], [-0.006, 0.047, -0.009], [-0.006, 0.021, 0.004], [0.012, -0.034, 0.006], [0.250, -3.231, 2.558], [0.252, -0.310, 0.470], [0.320, 0.336, -0.281], [-0.293, 0.526, 2.503], [0.056, -0.054, -0.031], [-0.057, 0.173, -0.265], [0.070, -0.083, 0.105], [0.303, -0.435, 0.001]], "charge": 1, "relative_energy_kcal_mol": 286.6, "gap_ev": 7.048, "homo_energy_ev": -11.35, "lumo_ev": -4.30, "molar_mass_g_mol": 506.69, "multiplicity": 1}

***

{"formula": "C11H9ClFN", "method": "ωB97M-V/def2-TZVPD", "symbols": ["C", "C", "C", "C", "C", "C", "C", "C", "C", "C", "C", "N", "F", "Cl", "H", "H", "H", "H", "H", "H", "H", "H", "H"], "xyz": [[1.44492, 0.53040, 1.57828], [-4.00712, 1.97060, 1.48204], [-3.07330, 2.73400, 0.71378], [-3.61084, 0.76026, 1.92541], [-1.51790, 1.04181, 0.79124], [-1.80113, 2.31533, 0.35799], [-2.28343, 0.28016, 1.64054], [1.55544, 0.22324, -1.06833], [1.25211, -1.21856, -0.55705], [1.51719, -0.05436, 0.34298], [2.35802, -2.21821, -0.69180], [1.43492, 1.02321, 2.64749], [-1.18400, 3.03174, -0.53939], [-1.72994, -1.25747, 2.09374], [-4.77291, 2.52981, 1.88221], [-3.31464, 3.73581, 0.23184], [-4.28141, 0.05457, 2.54304], [2.39098, 0.14063, -1.72973], [0.68444, 0.73738, -1.34706], [0.25629, -1.55683, -0.42810], [3.26836, -1.61845, -0.61037], [2.12666, -2.42966, -1.71509], [2.30522, -3.04215, -0.04952]], "atomic_forces_ev_per_a": [[0.086, 0.326, 0.822], [3.422, 1.579, -1.320], [-0.818, 1.481, -0.631], [0.402, -3.417, 1.675], [0.682, -0.061, 0.462], [-2.805, -1.492, 0.886], [-1.316, 1.566, -1.353], [-0.678, -2.082, 0.111], [0.078, 2.085, 2.850], [0.952, -0.419, 0.479], [-0.486, 2.289, -1.463], [-0.091, -0.538, -1.191], [1.583, 0.451, -0.691], [0.110, -0.748, 0.451], [-2.273, 0.506, 0.437], [-0.125, -1.263, 1.003], [1.113, 1.402, -0.926], [0.713, 0.883, -0.040], [-0.830, 0.993, -1.041], [-0.962, -0.415, -0.504], [0.261, -0.692, -0.033], [0.989, -1.325, -0.881], [-0.006, -1.109, 0.896]], "relative_energy_kcal_mol": 56.1, "s2": 2.03, "gap_ev": [9.274, 7.843], "homo_energy_ev": [-8.54, -9.28], "lumo_ev": [0.73, -1.44], "molar_mass_g_mol": 209.65, "multiplicity": 3}

***

- Which value of multiplicity does entry 4 give?
  3

***

- Number 4 is which compound?
  C11H9ClFN

***

- Number 4 is which compound?
  C11H9ClFN